[1]
ORCA calculation (ωB97M-V with the def2-TZVPD basis set) on a single CH2O2 molecule.

```
! wB97M-V def2-TZVPD RIJCOSX def2/J DEFGRID3
* xyz 0 1
C 0.25 -0.36 -0.08
H -0.98 1.00 0.26
H 1.17 -0.78 0.28
O -0.12 0.78 0.63
O -0.32 -0.63 -1.10
*
```

## Properties
* energy above the lowest of the compared OMol25 structures with the same formula, charge and spin: 11.2 kJ/mol
* LUMO energy: 0.91 eV
* HOMO level: -0.4102 hartree
* structure (SMILES): O=CO
* orbital gap: 12.07 eV
* F_max: 2.82 eV Å⁻¹

natural (NBO) atomic charge list, values in e, 2 entries: number 1, C, carries 0.6388; number 2, H, carries 0.4876

[2]
ORCA calculation (ωB97M-V with the def2-TZVPD basis set) on a single CH2O2S molecule.

```
! wB97M-V def2-TZVPD RIJCOSX def2/J DEFGRID3
* xyz 0 1
C -0.16 0.38 0.00
H 1.62 -1.07 0.16
H -1.73 -0.21 0.06
O -0.84 -0.83 -0.10
O -0.61 1.47 -0.06
S 1.72 0.26 -0.07
*
```

## Properties
* energy above the lowest of the compared OMol25 structures with the same formula, charge and spin: 95.4 kJ/mol
* LUMO energy: 0.40 eV
* HOMO level: -0.3755 hartree
* structure (SMILES): O=C(O)S
* orbital gap: 10.62 eV
* F_max: 6.03 eV Å⁻¹

natural (NBO) atomic charge list, values in e, 2 entries: number 1, C, carries 0.6754; number 2, H, carries 0.1409

[3]
ORCA calculation (ωB97M-V with the def2-TZVPD basis set) on 2 unconnected molecules or ions with the total composition CH2O2S2.

```
! wB97M-V def2-TZVPD RIJCOSX def2/J DEFGRID3
* xyz 0 1
C 0.21 -0.63 -0.13
O 1.54 1.53 0.06
O -0.07 -1.88 -0.26
S -1.80 1.16 0.27
S 1.66 0.02 0.25
H -0.94 -1.84 -0.69
H -0.59 1.64 0.50
*
```

## Properties
* energy above the lowest of the compared OMol25 structures with the same formula, charge and spin: 404.7 kJ/mol
* LUMO energy (spin up / spin down): -2.74 / -2.74 eV
* HOMO level (spin up / spin down): -0.3395 / -0.3395 hartree
* orbital gap (spin up / spin down): 6.50 / 6.50 eV
* F_max: 3.12 eV Å⁻¹

natural (NBO) atomic charge list, values in e, 2 entries: number 1, C, carries 0.0935; number 2, O, carries -0.9139

[4]
ORCA calculation (ωB97M-V with the def2-TZVPD basis set) on 2 unconnected molecules or ions with the total composition CH2O2S2.

```
! wB97M-V def2-TZVPD RIJCOSX def2/J DEFGRID3
* xyz 0 1
C 0.34 0.14 0.41
O -0.25 1.09 -1.93
O -1.11 1.00 -0.81
S 1.70 0.30 -0.27
S -0.61 -0.26 1.72
H -0.58 0.58 -2.65
H 0.30 -1.14 2.36
*
```

## Properties
* energy above the lowest of the compared OMol25 structures with the same formula, charge and spin: 466.9 kJ/mol
* LUMO energy (spin up / spin down): -0.50 / -0.50 eV
* HOMO level (spin up / spin down): -0.3266 / -0.3267 hartree
* orbital gap (spin up / spin down): 8.39 / 8.39 eV
* F_max: 2.61 eV Å⁻¹

natural (NBO) atomic charge list, values in e, 2 entries: number 1, C, carries -0.2824; number 2, O, carries -0.4857

[5]
ORCA calculation (ωB97M-V with the def2-TZVPD basis set) on a single CH2O2S3 molecule.

```
! wB97M-V def2-TZVPD RIJCOSX def2/J DEFGRID3
* xyz 0 1
C 0.11 0.20 0.60
O 1.24 -0.87 -1.42
O 2.42 -1.37 0.66
S 2.38 1.40 -0.09
S -1.06 0.23 -0.59
S 1.70 -0.44 -0.13
H -0.11 0.66 1.51
H -0.77 -0.69 -1.46
*
```

## Properties
* energy above the lowest of the compared OMol25 structures with the same formula, charge and spin: 225.6 kJ/mol
* LUMO energy (spin up / spin down): -2.32 / -2.32 eV
* HOMO level (spin up / spin down): -0.3498 / -0.3499 hartree
* orbital gap (spin up / spin down): 7.19 / 7.20 eV
* F_max: 3.70 eV Å⁻¹

natural (NBO) atomic charge list, values in e, 2 entries: number 1, C, carries -0.5099; number 2, O, carries -0.9679

[6]
ORCA calculation (ωB97M-V with the def2-TZVPD basis set) on 2 unconnected molecules or ions with the total composition CH2O3P2.

```
! wB97M-V def2-TZVPD RIJCOSX def2/J DEFGRID3
* xyz -2 1
C -1.82 0.12 -0.23
O -0.78 -1.95 1.12
O 3.28 -0.40 -0.18
O 2.66 1.91 0.12
P -2.03 -1.47 0.31
P 2.21 0.62 -0.43
H -2.46 0.44 -1.01
H -1.06 0.72 0.30
*
```

## Properties
* energy above the lowest of the compared OMol25 structures with the same formula, charge and spin: 7.0 kJ/mol
* LUMO energy: 7.35 eV
* HOMO level: -0.0064 hartree
* orbital gap: 7.52 eV
* F_max: 2.77 eV Å⁻¹

natural (NBO) atomic charge list, values in e, 2 entries: number 1, C, carries -1.1598; number 2, O, carries -1.1581

Please write out number 3 again, unchanged.
ORCA calculation (ωB97M-V with the def2-TZVPD basis set) on 2 unconnected molecules or ions with the total composition CH2O2S2.

```
! wB97M-V def2-TZVPD RIJCOSX def2/J DEFGRID3
* xyz 0 1
C 0.21 -0.63 -0.13
O 1.54 1.53 0.06
O -0.07 -1.88 -0.26
S -1.80 1.16 0.27
S 1.66 0.02 0.25
H -0.94 -1.84 -0.69
H -0.59 1.64 0.50
*
```

## Properties
* energy above the lowest of the compared OMol25 structures with the same formula, charge and spin: 404.7 kJ/mol
* LUMO energy (spin up / spin down): -2.74 / -2.74 eV
* HOMO level (spin up / spin down): -0.3395 / -0.3395 hartree
* orbital gap (spin up / spin down): 6.50 / 6.50 eV
* F_max: 3.12 eV Å⁻¹

natural (NBO) atomic charge list, values in e, 2 entries: number 1, C, carries 0.0935; number 2, O, carries -0.9139

Q: Which value of F_max does entry 6 give?
A: 2.77 eV Å⁻¹

Q: What is the formula in the third record?
A: CH2O2S2

Q: The lowest F_max belongs to which entry?
A: number 4